Record 1
ORCA calculation (ωB97M-V/def2-TZVPD) on an isolated molecule of C6H10O2 at a distorted geometry.

Geometry (Å):
H  -2.722827  0.834531  0.223761
O  2.421705  0.827284  -0.742099
C  -0.481903  0.539952  0.695741
C  -1.946284  0.114324  0.491774
C  0.944814  0.038833  1.089337
H  1.640045  0.787221  1.448971
H  1.015961  -0.965137  1.669663
C  -0.862338  -0.404602  -0.433258
H  -2.208013  -0.741679  2.108262
H  1.828217  -1.282378  -0.542366
H  0.005622  1.060982  -1.757659
H  2.150989  1.012649  -1.653721
C  1.411342  -0.222895  -0.453747
H  -0.434499  1.574514  0.380325
H  0.346395  -0.733231  -2.261824
H  -0.783812  -1.443651  -0.138803
C  0.177965  -0.008307  -1.420063
O  -2.503378  -0.988409  1.295707

Forces on atoms 1 to 6 (eV/Å):
0.5 0.1 0.2
-1.2 -1.6 -0.6
-0.5 -0.9 1.3
-0.1 -1.6 0.5
-0.7 -2.0 -1.4
-0.2 0.1 0.5

Calculated values
Energy relative to the best compared isomer or geometry (same formula, charge and spin) = 415.0 kJ/mol
2S+1 = 1
F_max = 4.69 eV/Å
LUMO level = 0.9 eV
HOMO-LUMO gap = 9.756 eV

Atomic partial charges in e from the Mulliken method, atoms 1 to 4:
1 H 0.3257
2 O -0.5425
3 C 0.0019
4 C -0.2833

***

Record 2
ORCA calculation (ωB97M-V/def2-TZVPD) on a structure of composition C6H10O2 at a distorted geometry.

Geometry (Å):
H  -0.418387  2.157744  -0.985515
O  -2.592859  -1.577913  -0.054972
H  -3.909540  -0.027312  -0.138626
C  -0.582040  1.462703  0.086849
H  2.317688  0.723451  1.184191
H  -0.095277  -1.886847  0.302210
C  -0.049976  -0.994367  0.045870
C  1.557655  -1.006660  -0.014231
H  0.182909  1.456957  0.655421
O  -3.119187  0.650217  -0.106853
H  1.807491  0.677506  -1.135724
C  -2.269923  -0.425587  -0.134429
H  1.735306  -1.791039  -0.849526
H  1.916832  -1.775097  1.027702
C  -0.810772  0.002319  0.035053
C  2.295131  0.309376  -0.194862
H  3.448839  0.143553  -0.596295
H  -1.413890  1.900989  0.873734

Forces on atoms 1 to 6 (eV/Å):
-0.7 -2.2 3.4
-1.3 0.0 -0.7
0.6 2.6 0.1
-5.6 2.5 -3.2
-0.1 -0.1 -5.0
-2.8 -8.2 1.4

Calculated values
Energy relative to the best compared isomer or geometry (same formula, charge and spin) = 600.1 kJ/mol
2S+1 = 1
F_max = 9.84 eV/Å
LUMO level = 0.6 eV
HOMO-LUMO gap = 10.349 eV

Atomic partial charges in e from the Mulliken method, atoms 1 to 4:
1 H 0.1943
2 O -0.5738
3 H 0.3705
4 C -1.3502

***

Record 3
ORCA calculation (ωB97M-V/def2-TZVPD) on an isolated molecule of C6H10O2 at a distorted geometry.

Geometry (Å):
C  -0.118789  -0.143558  -0.784222
O  1.497048  -0.711827  0.897669
C  1.026919  0.269838  0.059524
H  -1.652070  1.310159  0.005583
H  2.132830  -0.320794  1.507918
H  -0.055212  -1.958959  -1.905955
H  -0.572381  -0.523826  2.208743
H  -2.137707  0.446952  2.233775
H  -1.493292  -1.772550  -0.866291
C  1.555385  1.525668  0.023585
O  -0.193845  0.633471  -1.937346
C  -1.007307  0.576168  0.471064
H  -1.013523  0.407775  -2.394666
H  1.298874  2.202597  -0.770647
H  2.375077  1.789745  0.673542
H  0.031434  -2.241449  -0.175348
C  -0.414011  -1.613620  -0.939658
C  -1.259430  0.124211  1.692727

Forces on atoms 1 to 6 (eV/Å):
-0.5 1.4 3.6
-0.6 0.2 -0.1
3.1 1.3 -0.9
-0.1 0.3 0.0
0.0 0.1 -0.1
0.0 0.0 -0.1

Calculated values
Energy relative to the best compared isomer or geometry (same formula, charge and spin) = 283.1 kJ/mol
2S+1 = 1
F_max = 3.93 eV/Å
LUMO level = 0.8 eV
HOMO-LUMO gap = 8.459 eV

Atomic partial charges in e from the Mulliken method, atoms 1 to 4:
1 C 1.3672
2 O -0.4576
3 C 0.1748
4 H 0.3503